[1]
{
  "formula": "C5H8N2",
  "method": "ωB97M-V with the def2-TZVPD basis set",
  "homo_lumo_gap_ev": [7.73, 7.72],
  "lumo_energy_ev": [-0.72, -0.45],
  "de_lowest_kj_mol": 408.0,
  "multiplicity": 1,
  "max_force_ev_per_a": 0.2,
  "elements": ["C", "C", "C", "C", "N", "C", "N", "H", "H", "H", "H", "H", "H", "H", "H"],
  "positions_angstrom": [[2.4318, -0.6386, -0.9052], [-0.8380, 0.3764, 2.3022], [-0.3960, -0.4148, 1.2430], [-1.0871, 0.2890, 0.2312], [-1.4889, -0.1747, -0.9847], [-1.4582, 1.5865, 0.7717], [-1.0326, 1.6726, 2.0211], [2.1630, -1.6916, -0.7814], [1.9670, -0.2445, -1.8128], [3.5182, -0.5529, -0.9862], [-0.1813, -1.4745, 1.2369], [-2.4010, 0.0847, -1.3282], [-1.1656, -1.0832, -1.2798], [-1.9669, 2.3927, 0.2502], [2.0786, -0.0709, -0.0411]],
  "atomic_forces_ev_per_a": [[0.0038, 0.0115, 0.0123], [0.2261, -0.0421, 0.0639], [-0.2129, -0.0665, -0.0371], [-0.0002, -0.0607, -0.0524], [-0.0387, -0.0754, 0.0451], [-0.0038, 0.1550, -0.0621], [-0.1741, -0.0849, -0.1043], [0.0415, 0.1500, -0.0223], [0.0681, -0.0583, 0.1243], [-0.1664, -0.0126, 0.0030], [-0.0135, 0.1674, 0.0149], [0.1390, 0.0081, 0.0405], [-0.0269, 0.1237, 0.0538], [0.0867, -0.1224, 0.0648], [0.0712, -0.0928, -0.1444]]
}

---

[2]
{
  "formula": "C50H26ClCrF18GeN7O3S3",
  "method": "ωB97M-V with the def2-TZVPD basis set",
  "total_charge": -1,
  "homo_lumo_gap_ev": [5.63, 5.47],
  "lumo_energy_ev": [1.02, 0.83],
  "de_lowest_kj_mol": 88.5,
  "s_squared": 3.805,
  "multiplicity": 4,
  "max_force_ev_per_a": 0.9,
  "elements": ["Cr", "C", "C", "C", "C", "N", "C", "N", "C", "N", "C", "N", "C", "C", "C", "C", "C", "N", "C", "C", "C", "C", "C", "C", "H", "H", "H", "H", "H", "H", "H", "H", "H", "H", "H", "H", "C", "C", "C", "C", "N", "C", "S", "N", "C", "H", "H", "H", "H", "H", "H", "H", "H", "Cl", "C", "C", "C", "C", "C", "C", "C", "H", "H", "H", "H", "H", "H", "F", "C", "F", "F", "S", "O", "O", "O", "F", "C", "C", "C", "F", "C", "F", "C", "F", "C", "F", "Ge", "S", "C", "C", "F", "C", "F", "C", "F", "C", "F", "C", "F", "C", "C", "F", "C", "F", "C", "F", "C", "F", "C", "F"],
  "positions_angstrom": [[2.0701, -0.5967, -0.1855], [4.2464, 1.6742, 2.6286], [4.4185, 0.8571, 3.7445], [3.8222, -0.3786, 3.7565], [3.0766, -0.8282, 2.6547], [2.9633, -0.0482, 1.5567], [3.5126, 1.1922, 1.5809], [2.4941, -2.0732, 2.8039], [1.8494, -2.6857, 1.8779], [1.6082, -2.2856, 0.5900], [1.2320, -3.3879, -0.1638], [1.1432, -3.5121, -1.4273], [1.2352, -2.4683, -2.3425], [1.1918, -2.8255, -3.6898], [1.1091, -1.8525, -4.6609], [1.0180, -0.5216, -4.2747], [1.1120, -0.2249, -2.9421], [1.2781, -1.1653, -1.9840], [0.9964, -4.5137, 0.7711], [0.4978, -5.7809, 0.5593], [0.3194, -6.5928, 1.6748], [0.6488, -6.1390, 2.9511], [1.1978, -4.8760, 3.1449], [1.3548, -4.0729, 2.0358], [4.6669, 2.6694, 2.5813], [4.9991, 1.1983, 4.5936], [3.8792, -1.0449, 4.6057], [3.3323, 1.8064, 0.7063], [1.2104, -3.8803, -3.9269], [1.0827, -2.1224, -5.7093], [0.9013, 0.2766, -4.9953], [1.0600, 0.7983, -2.5953], [0.2374, -6.1132, -0.4395], [-0.0874, -7.5882, 1.5526], [0.4736, -6.7792, 3.8065], [1.4781, -4.5242, 4.1312], [-0.5403, 4.8398, 2.9528], [0.4923, 5.2755, 1.9648], [1.2406, 6.4043, 2.0756], [2.1608, 6.6904, 1.0328], [2.3454, 5.9060, -0.0023], [1.6311, 4.7375, -0.1059], [1.7846, 3.6129, -1.3015], [0.6917, 4.4881, 0.8899], [2.9964, 7.9352, 1.0947], [-0.6595, 5.5883, 3.7332], [-0.2471, 3.8935, 3.4132], [-1.5025, 4.6846, 2.4576], [1.1236, 7.0657, 2.9220], [0.1516, 3.6420, 0.7561], [2.5055, 8.7227, 1.6672], [3.2102, 8.2805, 0.0850], [3.9506, 7.7028, 1.5757], [1.2390, 1.6571, 4.9099], [0.3885, 0.2265, 4.3614], [0.1660, -0.7756, 5.2957], [-0.5309, -1.9141, 4.9249], [-0.9778, -2.0515, 3.6196], [-0.7291, -1.0521, 2.6933], [-0.0539, 0.1188, 3.0419], [0.0950, 1.2251, 2.0239], [0.5287, -0.6470, 6.3078], [-0.7323, -2.6834, 5.6611], [-1.5215, -2.9399, 3.3142], [-1.0559, -1.1537, 1.6627], [0.9491, 1.8632, 2.2453], [-0.8218, 1.8252, 2.0507], [6.8132, -0.4998, -1.8630], [5.8730, 0.3033, -1.3771], [6.0343, 1.5217, -1.8894], [6.0230, 0.3790, -0.0477], [4.1965, -0.3298, -1.7794], [4.0079, -1.4598, -0.8543], [4.2503, -0.6293, -3.1728], [3.3137, 0.7739, -1.3440], [-1.9005, -3.3424, -2.4755], [-2.2682, -2.7781, -3.6454], [-2.5963, -1.4299, -3.6737], [-2.8984, -0.9328, -4.9280], [-3.1979, 0.3693, -5.1103], [-2.9232, -1.7193, -6.0675], [-3.2306, -1.1965, -7.2646], [-2.6226, -3.0610, -5.9752], [-2.6562, -3.8371, -7.0648], [-2.2835, -3.5981, -4.7507], [-1.9638, -4.8997, -4.6666], [-2.1757, -0.3956, -1.8998], [0.1908, 0.6735, 0.2848], [-3.3579, 1.2715, -2.3551], [-4.7184, 1.4877, -2.2393], [-5.5648, 0.4995, -1.8928], [-5.3102, 2.7145, -2.4820], [-6.6362, 2.8784, -2.3594], [-4.5309, 3.7868, -2.8537], [-5.0903, 4.9808, -3.0776], [-3.1702, 3.6191, -3.0042], [-2.4149, 4.6630, -3.3708], [-2.6227, 2.3762, -2.7660], [-1.2924, 2.2573, -2.9660], [-3.6596, -1.2242, -0.6700], [-3.7581, -0.5512, 0.5423], [-3.0594, 0.5935, 0.7354], [-4.5464, -0.9598, 1.5980], [-4.5877, -0.2712, 2.7475], [-5.3012, -2.1043, 1.4590], [-6.0718, -2.5337, 2.4650], [-5.2529, -2.8022, 0.2728], [-5.9970, -3.9099, 0.1366], [-4.4465, -2.3573, -0.7592], [-4.5035, -3.0852, -1.8902]],
  "atomic_forces_ev_per_a": [[-0.1712, 0.7452, 0.2178], [0.0701, 0.0576, 0.2029], [0.0192, -0.1120, -0.0328], [0.0417, -0.0242, 0.0949], [-0.1310, -0.0617, -0.1102], [0.1945, 0.1922, 0.5464], [-0.2039, -0.1211, -0.2537], [0.1641, 0.2014, 0.2689], [0.1565, 0.0797, -0.2716], [0.0368, -0.5855, 0.1211], [0.0251, 0.1742, 0.2363], [-0.0592, 0.0594, -0.4231], [-0.1742, 0.1285, 0.2438], [0.0044, -0.1128, -0.1073], [-0.0428, -0.0439, 0.0479], [-0.0278, 0.0063, -0.2372], [-0.0755, 0.0120, 0.4705], [-0.0173, -0.3724, -0.4380], [0.0790, 0.1451, 0.0562], [-0.0968, -0.1281, -0.1276], [0.0064, 0.0502, -0.0004], [0.0656, -0.0128, -0.0112], [0.0320, 0.0143, 0.2024], [-0.1192, 0.0362, -0.1656], [-0.0309, -0.0300, -0.0421], [-0.0549, -0.0314, -0.0128], [0.0260, 0.0285, -0.0126], [-0.0065, -0.0651, -0.0383], [-0.0684, 0.0332, 0.0088], [-0.0173, -0.0299, 0.0222], [-0.0254, -0.0297, 0.0609], [0.0809, 0.0368, 0.0538], [0.0115, 0.0402, 0.0785], [-0.0232, 0.0045, 0.0053], [0.0386, -0.0336, -0.0196], [-0.0362, 0.0170, -0.0672], [-0.0243, -0.0489, -0.0272], [-0.1466, -0.1206, 0.0764], [0.1221, 0.1815, 0.0543], [-0.0283, -0.2508, -0.1672], [-0.0701, -0.0378, 0.1432], [-0.0581, 0.0156, 0.0002], [0.3332, 0.3345, -0.1803], [0.0129, 0.1386, 0.0279], [0.0172, -0.0189, -0.0297], [-0.0041, -0.0187, -0.0242], [0.0043, 0.0210, 0.0039], [0.0535, 0.0169, 0.0248], [-0.0191, -0.0126, -0.0410], [0.0054, -0.0961, -0.0234], [0.0197, -0.0288, -0.0146], [-0.0038, -0.0062, 0.0293], [-0.0443, 0.0187, 0.0034], [-0.1110, 0.0618, -0.0470], [-0.1407, -0.1213, -0.1796], [0.0163, 0.0250, -0.0091], [0.0112, 0.0179, 0.0699], [-0.0696, -0.0313, -0.1136], [-0.0531, 0.0536, 0.0877], [-0.0455, -0.0137, 0.1029], [0.2913, -0.2876, -0.2351], [-0.0119, -0.0062, -0.0344], [0.0516, 0.0034, -0.0384], [0.0472, 0.0625, 0.0359], [-0.0055, -0.0161, 0.0863], [-0.0257, 0.0387, 0.2167], [0.0933, 0.0608, 0.0422], [0.0417, -0.0677, -0.0235], [-0.0700, 0.1669, 0.2687], [0.0416, -0.0602, -0.0249], [0.0523, 0.0291, -0.0930], [0.8059, 0.0914, -0.2808], [-0.3983, 0.1856, -0.1588], [-0.0804, 0.0806, 0.0833], [-0.1269, -0.4719, -0.0396], [0.0568, -0.0134, -0.0396], [-0.0775, 0.2766, 0.1515], [0.0940, -0.1566, 0.1391], [-0.0186, -0.0081, 0.2081], [0.0068, 0.0202, 0.0045], [0.0121, 0.0694, -0.0881], [-0.0339, 0.0176, -0.0291], [-0.0286, -0.0118, -0.1085], [0.0325, -0.0553, -0.1031], [0.0709, -0.2080, 0.0413], [-0.0041, -0.0001, 0.0139], [-0.7996, -0.1769, -0.4570], [-0.0143, -0.0302, 0.0243], [0.3792, 0.0865, -0.0698], [0.1556, -0.1007, 0.0264], [0.0112, -0.0762, -0.0024], [-0.1264, -0.0113, 0.0470], [-0.0554, 0.0071, 0.0130], [-0.0363, 0.0733, -0.0409], [-0.0528, 0.1070, -0.0225], [0.0989, 0.0986, -0.0096], [0.0384, 0.0250, -0.0484], [-0.0287, -0.2699, 0.1282], [-0.0505, 0.0378, 0.0092], [0.2346, 0.2696, 0.2447], [0.0478, -0.1424, -0.2121], [0.0064, -0.0075, -0.0073], [0.0517, 0.0911, 0.0622], [-0.0132, 0.0519, 0.0523], [-0.0513, -0.0645, 0.0795], [-0.0622, -0.0295, 0.0812], [-0.0639, -0.1422, -0.0373], [-0.0349, -0.0379, -0.0133], [0.1131, 0.1291, -0.1545], [-0.0117, 0.0251, -0.0215]]
}

---

[3]
{
  "formula": "C3H14NO3S",
  "method": "ωB97M-V with the def2-TZVPD basis set",
  "total_charge": -1,
  "homo_lumo_gap_ev": 6.39,
  "lumo_energy_ev": 3.37,
  "de_lowest_kj_mol": 267.4,
  "multiplicity": 1,
  "max_force_ev_per_a": 6.9,
  "elements": ["C", "C", "S", "C", "N", "H", "H", "H", "H", "H", "H", "H", "H", "H", "H", "O", "H", "H", "O", "H", "H", "O"],
  "positions_angstrom": [[0.8951, 0.9418, 1.4505], [2.2998, 0.5493, 0.8627], [1.9666, -0.8586, -0.2610], [0.3136, -0.1076, 2.5125], [-1.1718, -0.0034, 2.8228], [0.0372, 1.0298, 0.7410], [0.9752, 2.0622, 1.8447], [2.9327, 0.3582, 1.5857], [2.8140, 1.4271, 0.3570], [0.9205, -0.0226, 3.3902], [0.3542, -1.1806, 2.2657], [-1.6238, -0.9355, 2.5580], [-1.3032, 0.2819, 3.7927], [-1.0849, -0.0995, -1.4683], [0.2151, -0.6439, -1.7132], [-0.5227, -0.1099, -2.1277], [-1.8631, 1.8150, -3.9295], [-0.5752, 1.4603, -4.1617], [-1.2120, 1.9716, -4.6040], [-2.6472, -1.6370, -0.2523], [-3.1061, -0.7092, 0.6703], [-3.3102, -1.5799, 0.4544]],
  "atomic_forces_ev_per_a": [[-0.7730, 1.2445, 0.8697], [-4.5023, 1.7372, -4.2897], [0.7956, -0.4271, -0.0583], [-0.5941, 0.0643, -0.5533], [0.4017, -0.6352, -0.8173], [1.1879, -0.1530, -0.2327], [-0.3015, -2.1899, 0.1012], [3.0320, -1.6126, 3.9610], [-1.0289, -0.7265, 0.1335], [0.1565, 0.1612, 0.9589], [1.0445, 0.7436, -0.9083], [0.7644, 1.9737, 1.1450], [-0.3423, -0.5265, -0.4503], [-4.6252, 0.4328, 5.1662], [0.1475, 0.8956, -0.2678], [4.4901, -0.8902, -4.9569], [-1.2653, 0.3424, 0.2065], [2.3594, -1.2457, 0.5225], [-1.0459, 0.7893, -0.6087], [-0.2295, -0.9255, -0.0813], [0.0426, 2.7660, 1.4472], [0.2861, -1.8184, -1.2872]]
}

---

[4]
{
  "formula": "CHINOS",
  "method": "ωB97M-V with the def2-TZVPD basis set",
  "total_charge": -1,
  "homo_lumo_gap_ev": [4.96, 6.31],
  "lumo_energy_ev": [3.49, 1.65],
  "de_lowest_kj_mol": 92.9,
  "s_squared": 2.013,
  "multiplicity": 3,
  "max_force_ev_per_a": 3.5,
  "elements": ["C", "N", "O", "S", "I", "H"],
  "positions_angstrom": [[0.7896, 1.2299, 0.0361], [1.2707, 0.0163, 0.0938], [1.1809, 2.3619, -0.0446], [-1.0420, 0.7903, 0.0755], [3.3807, 0.1005, 0.0127], [-0.2135, -0.2676, -0.0030]],
  "atomic_forces_ev_per_a": [[-2.5086, 2.4710, -0.0314], [0.5996, -1.8125, 0.0961], [0.6160, 0.2358, 0.0464], [-1.2170, 1.3102, -0.0555], [3.4511, -0.2827, -0.0915], [-0.9412, -1.9218, 0.0360]]
}